No. 1
Entry from the Open Molecules 2025 dataset: a structure of composition C4H5LiO2Sm at a distorted geometry (ωB97M-V with the def2-TZVPD basis set).

Summary:
energy above the lowest of the compared OMol25 structures with the same formula, charge and spin	28.3	kJ/mol
spin multiplicity	7
total charge	+2
electronic energy	-26415.29711	eV
E_LUMO (spin up / spin down)	-0.3498 / -0.3426	Ha
HOMO level (spin up / spin down)	-13.7 / -13.7	eV
<S²>	12.007

Positions of all 13 atoms, in Å:
C: 2.261 -0.651 -0.281
C: 1.410 -0.576 0.952
C: 0.109 -0.183 1.075
C: -0.789 -0.087 -0.029
O: -1.955 0.336 0.094
O: 3.045 -1.751 -0.306
Li: 3.574 -3.257 0.295
Sm: -4.366 0.884 -1.104
H: 1.672 -0.492 -1.205
H: 1.889 -1.000 1.842
H: -0.291 0.085 2.055
H: -0.441 -0.401 -1.026
H: 2.800 0.338 -0.039

***

No. 2
Entry from the Open Molecules 2025 dataset: a structure of composition C4H5LiO4 at a distorted geometry (ωB97M-V with the def2-TZVPD basis set).

Summary:
spin multiplicity	1
total charge	+2
electronic energy	-12606.95171	eV
E_LUMO	-0.3743	Ha
HOMO level	-20.4	eV

Positions of all 14 atoms, in Å:
C: 1.376 -1.098 -0.856
O: 1.000 -1.529 -1.969
H: 2.289 -1.510 -0.404
H: 1.574 -2.224 -2.347
C: 0.590 -0.064 -0.195
C: 0.603 -0.097 1.318
H: -0.416 0.039 -0.612
H: 1.129 0.890 -0.458
H: 1.529 -0.437 1.817
O: -0.326 0.337 1.949
C: -2.535 1.665 -0.220
O: -2.473 1.856 -1.357
O: -2.568 1.423 0.918
Li: -1.772 0.750 2.415

***

No. 3
Entry from the Open Molecules 2025 dataset: an isolated molecule of C4H5N at a distorted geometry (ωB97M-V with the def2-TZVPD basis set).

Summary:
energy above the lowest of the compared OMol25 structures with the same formula, charge and spin	113.2	kJ/mol
spin multiplicity	1
total charge	0
electronic energy	-5717.67304	eV
SMILES	C=CCC#N
E_LUMO	0.0324	Ha
HOMO level	-10.5	eV

Positions of all 10 atoms, in Å:
C: -2.227 -0.021 -0.330
C: -1.109 -0.451 0.249
C: 0.071 0.538 0.317
C: 1.421 0.042 -0.035
H: -2.258 0.918 -0.979
H: -3.142 -0.588 -0.269
H: -1.018 -1.418 0.777
H: -0.013 0.862 1.337
H: -0.151 1.497 -0.147
N: 2.521 -0.275 -0.275

***

No. 4
Entry from the Open Molecules 2025 dataset: the ion C4H5N2O2 with charge +1 at a distorted geometry (ωB97M-V with the def2-TZVPD basis set).

Summary:
energy above the lowest of the compared OMol25 structures with the same formula, charge and spin	321.2	kJ/mol
spin multiplicity	1
total charge	+1
electronic energy	-11292.12998	eV
SMILES	O=[N+]([O-])C1=[NH+]CC=C1
E_LUMO	-0.2204	Ha
HOMO level	-16.0	eV

Positions of all 13 atoms, in Å:
C: -0.533 -1.291 -0.700
C: 0.141 -0.129 -1.017
C: -0.726 -1.272 0.708
C: 0.267 0.736 0.224
N: -0.250 -0.163 1.242
N: -1.310 -2.575 1.703
O: -1.694 -3.474 1.075
O: -1.274 -2.327 2.848
H: -0.862 -2.142 -1.216
H: 0.535 0.132 -1.901
H: 1.339 0.788 0.349
H: -0.466 1.522 0.063
H: -0.149 -0.045 2.245

***

No. 5
Entry from the Open Molecules 2025 dataset: the ion C4H5N2O2 with charge +1 at a distorted geometry (ωB97M-V with the def2-TZVPD basis set).

Summary:
energy above the lowest of the compared OMol25 structures with the same formula, charge and spin	440.9	kJ/mol
spin multiplicity	1
total charge	+1
electronic energy	-11290.88916	eV
SMILES	C/N=[N+]1\O[C@@H]1C=C=O
E_LUMO	-0.2054	Ha
HOMO level	-14.3	eV

Positions of all 13 atoms, in Å:
C: 2.019 -0.810 -0.427
C: 0.625 -1.401 -0.197
C: 2.354 0.382 0.083
C: -1.995 1.170 0.198
N: -1.050 0.477 -0.611
N: -0.468 -0.465 -0.151
O: 2.502 1.423 0.476
O: -0.096 -1.119 0.990
H: 2.756 -1.424 -0.793
H: 0.303 -2.378 -0.698
H: -1.664 1.307 1.170
H: -2.357 2.166 -0.232
H: -2.928 0.673 0.194

***

No. 6
Entry from the Open Molecules 2025 dataset: the ion C4H5N2O2S with charge -1 at a distorted geometry (ωB97M-V with the def2-TZVPD basis set).

Summary:
energy above the lowest of the compared OMol25 structures with the same formula, charge and spin	0.0	kJ/mol
spin multiplicity	1
total charge	-1
electronic energy	-22141.45532	eV
SMILES	CSc1[nH]c(=O)[nH]c1[O-]
E_LUMO	0.1276	Ha
HOMO level	-2.4	eV

Positions of all 14 atoms, in Å:
C: -1.666 0.205 -1.276
C: -1.409 -0.243 0.146
C: -2.117 1.939 0.218
C: 1.301 -1.181 0.128
N: -2.126 1.516 -1.093
N: -1.615 0.916 0.937
O: -1.574 -0.360 -2.363
O: -2.490 3.036 0.633
S: -0.438 -1.541 0.683
H: 1.914 -2.002 0.483
H: 1.637 -0.237 0.549
H: 1.307 -1.137 -0.956
H: -2.393 2.120 -1.854
H: -1.600 0.901 1.943

***

No. 7
Entry from the Open Molecules 2025 dataset: an isolated molecule of C4H5N3 at a distorted geometry (ωB97M-V with the def2-TZVPD basis set).

Summary:
energy above the lowest of the compared OMol25 structures with the same formula, charge and spin	464.3	kJ/mol
spin multiplicity	1
total charge	0
electronic energy	-8695.00022	eV
E_LUMO (spin up / spin down)	0.0032 / 0.0028	Ha
HOMO level (spin up / spin down)	-7.9 / -7.9	eV

Positions of all 12 atoms, in Å:
C: -1.306 -1.238 0.000
C: -1.594 0.209 0.177
C: 1.352 0.014 0.024
C: 0.584 1.218 -0.153
N: -0.190 -1.768 -0.104
N: -0.837 1.213 0.134
N: 2.483 -0.403 0.150
H: -2.211 -1.859 -0.019
H: -2.637 0.440 0.356
H: 0.990 2.055 0.435
H: 0.667 1.506 -1.210
H: 2.698 -1.389 0.211

***

No. 8
Entry from the Open Molecules 2025 dataset: a structure of composition C4H5N3 (ωB97M-V with the def2-TZVPD basis set).

Summary:
energy above the lowest of the compared OMol25 structures with the same formula, charge and spin	570.5	kJ/mol
spin multiplicity	1
total charge	0
electronic energy	-8693.89982	eV
E_LUMO	0.0237	Ha
HOMO level	-8.8	eV

Positions of all 12 atoms, in Å:
N: -2.113 0.207 -0.446
C: -0.831 -0.007 0.011
C: 0.170 1.028 0.355
N: 1.177 1.252 -0.592
C: 1.874 0.245 -0.209
N: 1.169 -0.434 0.840
C: -0.086 -1.050 0.402
H: -2.208 0.987 -1.083
H: -2.573 -0.621 -0.797
H: 0.795 0.523 1.460
H: 2.884 -0.024 -0.503
H: -0.258 -2.106 0.563